Model i:
Below is a cluster of 2 separate species, C5H13NO2 in total, with properties calculated with ωB97M-V/def2-TZVPD.

Calculated values
Charge = 0
HOMO-LUMO gap = 9.982 eV
Structure (SMILES) = CCN(C)C(C)=O.O

Structure (XYZ):
```
21
Properties=species:S:1:pos:R:3:nbo_charge:R:1
H 1.8258 2.3848 -1.1264 0.2058
C 0.3926 0.2363 0.4890 0.6888
C -1.6984 0.2513 -0.6445 -0.4049
O 0.0521 -0.8900 0.7834 -0.6298
C 0.9046 2.5524 -1.6698 -0.6200
N -0.4973 0.9843 -0.2520 -0.4594
H 2.0995 0.0538 1.5845 0.2457
H 0.8779 1.8643 -2.5139 0.2061
C 1.8777 0.6820 0.7187 -0.7093
C -0.4039 2.3113 -0.8780 -0.2142
H -2.1900 -0.1826 0.2289 0.2178
H -2.4459 0.8412 -1.1853 0.1970
H -0.6971 -6.1173 1.5216 0.4897
H -1.0238 -4.4397 1.3639 0.5006
H -0.4528 3.0832 -0.1099 0.1870
H -1.0982 2.6364 -1.6597 0.2198
H -1.4164 -0.5269 -1.3631 0.1981
H 2.4141 0.4983 -0.1981 0.2389
H 1.8238 1.6899 1.1282 0.2166
O -0.4210 -5.1994 1.4301 -0.9898
H 1.0430 3.6069 -1.9049 0.2154
```

***

Model ii:
Below is the molecule C5H13NO2, with properties calculated with ωB97M-V/def2-TZVPD.

Calculated values
Charge = 0
HOMO-LUMO gap = 9.550 eV
Structure (SMILES) = OCCCNCCO

Structure (XYZ):
```
21
Properties=species:S:1:pos:R:3:nbo_charge:R:1
O 0.3785 -2.2549 -2.4397 -0.7077
H 0.6115 -1.6250 -3.1181 0.4613
H 1.3111 1.3370 1.1229 0.1912
H -0.7145 -0.8736 -1.3376 0.1584
H -0.1473 -2.2946 -0.4681 0.1829
H 0.8115 0.8875 -1.7048 0.3435
H -2.7630 0.8193 1.9358 0.4591
O -2.2934 0.0455 2.2246 -0.7296
C -0.9027 0.2394 1.8065 -0.0648
N 1.2485 0.6568 -0.8367 -0.6293
H -1.3209 2.1050 0.5767 0.2087
C 0.1126 -1.5666 -1.2371 -0.0863
H -0.4409 0.4713 2.7695 0.1812
C 1.3446 -0.8034 -0.6914 -0.2698
C 0.6677 1.4500 0.2384 -0.2179
H 1.6261 -1.0887 0.3226 0.2016
H 2.2856 -1.0625 -1.1916 0.2112
C -0.8084 1.1407 0.6082 -0.4771
H -1.3132 0.6393 -0.1886 0.2068
H -0.5245 -0.7432 1.5129 0.1713
H 0.8311 2.5207 0.0955 0.2051
```

***

The structure with the least stability is model ii.

***

Model i:
Below is a cluster of 2 separate species, C5H13NO2 in total, with properties calculated with ωB97M-V/def2-TZVPD.

Calculated values
Charge = 0
HOMO-LUMO gap = 10.134 eV
Structure (SMILES) = CCC(=O)O.CCN

Structure (XYZ):
```
21
Properties=species:S:1:pos:R:3:nbo_charge:R:1
H 0.4173 0.9398 3.4206 0.1897
H -1.7868 0.2732 1.4940 0.2065
C -1.0595 1.0393 1.9907 -0.6276
H 1.8643 0.1707 0.9801 0.3822
C -0.0600 -1.7311 -2.8280 -0.6294
H -1.1601 -2.0361 -3.1733 0.2411
C 0.2644 0.4441 2.4193 -0.2472
H -0.0474 -1.5834 -0.5674 0.2401
O -0.6311 0.8928 -0.3879 -0.7338
C -0.2750 0.3142 -1.5703 0.7639
O -0.7367 0.8789 -2.4870 -0.5518
H 0.2642 -1.0369 -3.6583 0.2339
H 1.4062 1.8227 1.3837 0.3821
H -0.8385 1.9197 1.3399 0.2171
H 0.0264 -0.6852 2.5870 0.2071
H 0.6797 -2.6008 -2.7049 0.2070
H -1.6930 1.2693 2.7363 0.2080
C 0.3201 -1.0180 -1.4432 -0.5280
H 1.5227 -0.8051 -1.4072 0.2292
H 0.0872 0.7128 0.2366 0.4881
N 1.4355 0.8194 1.6395 -0.8783
```

***

Model ii:
Below is a cluster of 2 separate species, C5H13NO2 in total, with properties calculated with ωB97M-V/def2-TZVPD.

Calculated values
Charge = 0
HOMO-LUMO gap = 9.333 eV

Structure (XYZ):
```
21
Properties=species:S:1:pos:R:3:nbo_charge:R:1
H -1.5697 1.8321 1.5717 0.1939
O -0.7910 -0.4486 -1.5129 -0.7798
C 1.7615 1.0930 -0.8351 -0.4380
H -0.2062 0.6510 -0.6571 0.4800
H -1.6867 -3.2046 -0.3852 0.2251
C -0.9527 0.9609 1.8871 -0.6273
H 0.1103 2.3597 -0.4330 0.4026
H 1.0060 0.3133 1.4292 0.2499
H 0.9927 2.0756 1.7366 0.1894
C -0.4936 -1.4930 -0.8189 0.7793
N 0.4468 1.4108 -0.2381 -0.5575
O 0.2766 -1.5005 0.2038 -0.7877
H -0.3054 -3.5463 -1.3777 0.2280
H -1.4539 0.0001 1.4805 0.2507
H 2.5729 1.7431 -0.4695 0.2045
C 0.4482 1.2170 1.2571 -0.2275
H 1.6699 1.1145 -1.9197 0.2279
C -1.1059 -2.8196 -1.2161 -0.7229
H -1.7840 -2.7042 -2.0909 0.2164
H 1.9848 0.0122 -0.5842 0.2642
H -0.9208 0.9333 2.9722 0.2288
```

***

Model iii:
Below is a structure of composition C5H13NO2, with properties calculated with ωB97M-V/def2-TZVPD.

Calculated values
Charge = 0
HOMO-LUMO gap = 8.984 eV

Structure (XYZ):
```
21
Properties=species:S:1:pos:R:3:nbo_charge:R:1
H 2.5800 2.2423 0.3888 0.2167
H -1.4432 0.4449 2.0864 0.4476
N -0.2269 0.1771 -0.7442 -0.2585
C 0.1768 -1.3548 -0.2084 0.3402
H 0.9933 1.7846 -1.2730 0.1761
H 0.9016 -1.6165 -0.9966 0.1418
H -1.4585 -2.3490 -1.2855 0.1907
H -1.4529 1.3909 -1.8557 0.1842
H 0.0506 -0.3481 1.5778 0.4900
H 2.3154 0.4800 0.5133 0.2496
O -0.5390 0.6765 1.8534 -1.1142
H -0.0123 2.4146 0.0797 0.2306
C -1.1876 0.3852 -1.5274 -0.0013
C -1.0580 -2.2503 -0.2791 -0.6670
H -1.8864 -0.3749 -1.8599 0.1971
O 0.7022 -1.2573 0.9843 -0.7863
C 0.6673 1.6287 -0.2424 -0.0929
C 1.8605 1.4582 0.6470 -0.6624
H 1.5905 1.5899 1.6894 0.2549
H -0.7553 -3.2460 0.0459 0.2428
H -1.8180 -1.8760 0.4061 0.2203
```

***

Model iv:
Below is a cluster of 3 separate species, C5H13NO2 in total, with properties calculated with ωB97M-V/def2-TZVPD.

Calculated values
Charge = 0
HOMO-LUMO gap = 9.703 eV
Structure (SMILES) = [H]/N=C(C)\C=C\C.O.O

Structure (XYZ):
```
21
Properties=species:S:1:pos:R:3:nbo_charge:R:1
H 1.5098 3.0846 2.1302 0.2067
O -1.4285 -3.4892 1.4710 -0.9282
H 0.0300 -1.6869 0.0488 0.2349
C 0.6378 2.3632 0.4713 -0.1954
C 0.4704 0.1313 -0.7151 0.2971
H 1.3121 0.0717 -2.6811 0.3794
H -1.3677 -0.3826 0.0070 0.2353
H 2.3086 0.9389 0.4963 0.2210
N 0.7362 -0.3212 -1.8837 -0.6723
O -3.2805 -2.5162 -2.3779 -0.9404
H -0.4096 2.6295 0.5630 0.2287
H -3.0999 -1.7065 -1.8480 0.4661
H -0.5144 -3.7435 1.1377 0.4680
H -1.6397 -2.7068 1.0491 0.4636
H 2.7567 2.8085 1.2124 0.2101
C 1.2987 1.2376 0.1275 -0.2530
H -2.3672 -2.8909 -2.5573 0.4746
C -0.3189 -0.6459 0.2017 -0.7138
H -0.0233 -0.6232 1.2836 0.2353
H 1.6742 4.2365 0.7127 0.2157
C 1.7153 3.2111 1.1507 -0.6334
```

***

The structure with the least stability is model iv.

***

Model i:
Below is a cluster of 2 separate species, C5H13NO2 in total, with properties calculated with ωB97M-V/def2-TZVPD.

Calculated values
Charge = 0
HOMO-LUMO gap = 9.248 eV

Structure (XYZ):
```
21
Properties=species:S:1:pos:R:3:nbo_charge:R:1
H 2.2773 -0.5004 2.3538 0.2181
H 0.4200 -1.5837 1.1554 0.1968
H -1.4611 -0.2723 -2.1187 0.4709
H -2.3619 -0.8289 1.9219 0.1890
H 0.9452 0.6452 2.2766 0.2150
C -2.2449 -0.0257 1.1926 -0.2581
C 1.0698 -0.0148 -2.1195 -0.4434
H 2.1432 -0.2136 -2.0825 0.2053
H 1.6540 -1.2867 -0.0265 0.1698
N 0.6566 0.5348 -0.8481 -0.5319
H 0.9115 0.6978 -2.9397 0.2106
H -0.8945 1.7247 -0.2287 0.1424
O -1.0670 -0.2755 0.4452 -0.5983
C 1.6745 0.1088 1.6691 -0.6639
O -1.6270 0.5753 -1.6875 -0.7113
H 2.3156 0.8276 1.1661 0.2280
C -0.6843 0.7450 -0.6696 0.5095
H 0.5734 -0.9667 -2.3800 0.1529
H -3.1133 -0.0362 0.5267 0.1824
C 1.0045 -0.7980 0.6884 -0.0495
H -2.1916 0.9433 1.7051 0.1657
```

***

Model ii:
Below is the molecule C5H13NO2, with properties calculated with ωB97M-V/def2-TZVPD.

Calculated values
Charge = 0
HOMO-LUMO gap = 9.852 eV
Structure (SMILES) = CN[C@H](CO)CCO

Structure (XYZ):
```
21
Properties=species:S:1:pos:R:3:nbo_charge:R:1
H 0.9569 -1.7359 2.7271 0.1790
C -0.2167 -0.6674 -1.5871 -0.0689
H 1.3683 0.0475 -0.4450 0.2041
H -0.8570 -1.5689 -1.4877 0.1597
O 0.9091 -0.9078 -2.4072 -0.7313
H -0.8801 0.0164 -2.1445 0.1606
C 0.3101 -0.0742 -0.2804 -0.0863
H 0.5021 -2.1099 0.4817 0.2287
H -0.8999 -1.2453 0.9686 0.1932
N -0.2777 1.1870 0.1763 -0.6210
C 0.9243 -0.8518 2.0888 -0.0611
H -0.1479 0.7831 2.4293 0.4630
O 0.4149 0.1772 2.9464 -0.7253
H 0.7149 -1.4761 -3.1547 0.4733
H 1.9483 -0.5511 1.8335 0.1640
H -0.9212 0.9888 0.9267 0.3291
H -0.9818 3.0772 -0.3563 0.2035
C -0.9223 2.0894 -0.8027 -0.4129
C 0.1815 -1.1165 0.7996 -0.4280
H -0.2456 2.1952 -1.6162 0.2022
H -1.8803 1.7429 -1.0961 0.1744
```

***

The structure with the least stability is model i.